# 1
DFT (wB97M-V/def2-TZVPD) results for a molecular structure, C48H38AuCl2N6O2S2.

```
! wB97M-V def2-TZVPD RIJCOSX def2/J DEFGRID3
* xyz 1 3
Au -0.588 0.457 -0.442
N -7.250 3.251 -7.907
C -6.506 2.967 -7.080
C -5.573 2.610 -6.044
C -5.526 3.353 -4.867
C -4.626 3.007 -3.875
C -3.778 1.917 -4.045
C -3.832 1.176 -5.223
C -4.722 1.523 -6.224
C -2.810 1.550 -2.970
C -1.778 2.451 -2.737
C -1.487 3.662 -3.477
C -0.384 4.211 -2.911
C 0.004 3.328 -1.830
N -0.817 2.315 -1.744
C -3.053 0.334 -2.303
C -4.200 -0.501 -2.516
C -4.092 -1.574 -1.679
C -2.876 -1.392 -0.964
N -2.263 -0.275 -1.326
H -6.193 4.194 -4.736
H -4.585 3.581 -2.958
H -3.168 0.332 -5.358
H -4.762 0.957 -7.145
H -2.049 4.032 -4.318
H 0.127 5.116 -3.194
H 0.842 3.429 -1.150
H -5.001 -0.287 -3.203
H -4.778 -2.396 -1.564
H -2.448 -2.036 -0.211
S -0.044 -1.846 2.366
C 0.110 -2.810 3.818
N 1.014 -3.792 4.070
C 1.100 -4.221 5.464
C -0.286 -4.355 6.046
N -0.987 -3.090 5.920
C -1.779 -2.660 7.077
C -0.876 -2.276 8.223
C -0.072 -1.142 8.118
C 0.794 -0.808 9.145
C 0.867 -1.598 10.286
C 0.068 -2.725 10.397
C -0.799 -3.063 9.365
C -0.818 -2.330 4.830
S -1.571 -0.853 4.580
C 1.977 -4.429 3.156
C 3.424 -4.159 3.498
C 4.129 -5.020 4.333
C 5.454 -4.765 4.652
C 6.091 -3.650 4.125
C 5.401 -2.798 3.274
C 4.075 -3.053 2.960
H 1.677 -3.491 6.041
H 1.622 -5.174 5.495
H -0.203 -4.595 7.105
H -0.845 -5.156 5.550
H -2.436 -3.484 7.362
H -2.397 -1.825 6.757
H -0.128 -0.525 7.228
H 1.410 0.079 9.061
H 1.540 -1.330 11.090
H 0.116 -3.340 11.286
H -1.432 -3.939 9.458
H 1.771 -4.113 2.143
H 1.782 -5.504 3.208
H 3.651 -5.912 4.723
H 5.993 -5.442 5.301
H 7.126 -3.452 4.370
H 5.897 -1.934 2.850
H 3.539 -2.378 2.304
Cl 2.421 -1.721 -0.165
C 1.197 -2.931 -0.033
C 1.193 -3.874 -1.055
C 0.240 -4.871 -1.100
C -0.752 -4.920 -0.136
C -0.754 -3.981 0.877
Cl -2.081 -4.043 1.998
C 0.242 -2.997 0.990
N 1.353 -0.885 2.423
C 1.540 -0.124 3.638
C 2.273 -0.688 4.672
C 2.524 0.037 5.826
C 2.063 1.340 5.930
C 1.336 1.901 4.891
C 1.044 1.180 3.739
C 0.162 1.792 2.676
C 0.925 2.137 1.398
O 1.386 3.236 1.212
O 1.074 1.135 0.535
H 1.956 -3.801 -1.817
H 0.256 -5.600 -1.899
H -1.533 -5.667 -0.164
H 1.298 -0.239 1.615
H 2.674 -1.684 4.554
H 3.097 -0.409 6.628
H 2.270 1.923 6.817
H 0.969 2.916 4.977
H -0.271 2.712 3.061
H -0.653 1.099 2.446
*
```

Output
- energy (a.u.) = -4183.0732
- E_HOMO (spin up / spin down) (eV) = -9.89 / -10.12
- ⟨S²⟩ = 2.0938
- E_LUMO (spin up / spin down) (hartree) = -0.133 / -0.201


# 2
DFT (wB97M-V/def2-TZVPD) results for 2 unconnected molecules or ions with the total composition C3H5NO2S2.

```
! wB97M-V def2-TZVPD RIJCOSX def2/J DEFGRID3
* xyz 0 1
C -1.371 -1.052 1.583
C -1.950 -1.610 0.699
C 0.996 0.388 -0.244
N 1.659 1.505 -0.693
O 0.572 -0.607 -0.784
O 1.125 0.298 1.082
S 1.748 2.175 -2.279
S -2.511 -2.186 -0.698
H -1.137 -0.377 2.337
H 2.340 1.997 -0.067
H 0.937 3.295 -2.176
H 0.681 -0.573 1.389
H -3.090 -3.251 -0.147
*
```

Output
- energy (a.u.) = -1118.8265
- structure (SMILES) = O=C(O)NS.C#CS
- ΔE to the lowest compared entry with this formula, charge and spin (eV) = 3.291
- E_HOMO (eV) = -9.05
- E_LUMO (hartree) = 0.022


# 3
DFT (wB97M-V/def2-TZVPD) results for a molecular structure, C50H50IrN13O5Sb.

```
! wB97M-V def2-TZVPD RIJCOSX def2/J DEFGRID3
* xyz 4 6
Ir -0.872 0.476 -0.260
O -7.124 -3.573 -2.316
N -6.006 -3.877 -2.022
O -5.574 -4.960 -1.727
C -5.019 -2.781 -2.040
C -5.084 -1.883 -3.054
C -4.126 -0.837 -3.167
C -4.128 0.083 -4.230
C -3.159 1.057 -4.273
C -2.198 1.098 -3.261
N -2.179 0.256 -2.244
C -3.125 -0.706 -2.175
C -3.090 -1.636 -1.077
N -2.141 -1.477 -0.133
C -2.065 -2.345 0.858
C -2.944 -3.417 1.000
C -3.936 -3.598 0.065
C -4.024 -2.701 -1.016
H -5.873 -1.966 -3.788
H -4.878 0.009 -5.002
H -3.137 1.781 -5.072
H -1.414 1.846 -3.282
H -1.272 -2.184 1.576
H -2.845 -4.090 1.835
H -4.621 -4.429 0.148
O 0.744 7.419 -0.566
C 1.789 6.499 -0.682
C 1.244 5.108 -0.571
C 2.026 3.976 -0.813
C 1.449 2.729 -0.677
N 0.182 2.537 -0.314
C -0.580 3.614 -0.048
C -0.078 4.904 -0.189
C -1.971 3.361 0.367
C -2.761 4.330 0.981
C -4.091 4.050 1.291
C -4.964 5.069 1.962
O -6.164 4.480 2.344
C -4.582 2.785 0.967
C -3.724 1.866 0.392
N -2.454 2.133 0.112
H 1.076 8.322 -0.626
H 2.530 6.623 0.127
H 2.326 6.613 -1.637
H 3.062 4.069 -1.104
H 2.027 1.829 -0.854
H -0.698 5.771 -0.025
H -2.357 5.294 1.245
H -5.128 5.916 1.274
H -4.427 5.491 2.829
H -6.762 5.128 2.742
H -5.610 2.538 1.182
H -4.060 0.868 0.143
C 0.471 1.109 5.455
N -0.193 0.903 4.188
C 0.311 0.803 2.956
N -0.662 0.516 2.099
C -1.767 0.451 2.888
N -1.504 0.678 4.142
C 0.547 -0.192 6.224
C -0.030 -0.308 7.489
C 0.054 -1.500 8.199
C 0.707 -2.592 7.660
C 1.257 -2.491 6.374
C 1.186 -1.281 5.669
C 1.906 -3.596 5.733
N 2.388 -4.703 6.248
N 2.955 -5.381 5.302
C 2.823 -4.719 4.175
O 2.152 -3.567 4.399
C 3.350 -5.042 2.883
C 4.395 -5.969 2.794
C 5.008 -6.171 1.572
C 4.562 -5.487 0.453
C 3.472 -4.602 0.519
C 3.028 -4.029 -0.806
N 2.023 -2.986 -0.878
C 1.806 -1.845 -0.212
N 0.835 -1.153 -0.805
C 0.491 -1.942 -1.858
N 1.194 -3.036 -1.920
C 2.873 -4.376 1.740
H -0.112 1.833 6.025
H 1.472 1.514 5.279
H 1.340 0.953 2.704
H -2.747 0.235 2.519
H -0.521 0.548 7.925
H -0.399 -1.565 9.176
H 0.785 -3.522 8.199
H 1.663 -1.203 4.702
H 4.717 -6.490 3.681
H 5.833 -6.862 1.487
H 5.054 -5.647 -0.495
H 2.611 -4.850 -1.403
H 3.919 -3.675 -1.341
H 2.353 -1.547 0.659
H -0.286 -1.708 -2.556
H 2.023 -3.717 1.835
C 0.828 -0.083 -6.764
C 1.941 -0.453 -5.816
Sb 1.814 0.659 -3.912
C 3.789 0.030 -3.053
C 4.938 0.930 -3.425
C 1.620 2.808 -4.577
C 2.908 3.372 -5.103
H 0.967 -0.618 -7.704
H 0.828 0.983 -6.991
H -0.144 -0.367 -6.361
H 2.923 -0.190 -6.212
H 1.929 -1.516 -5.575
H 3.911 -0.973 -3.465
H 3.660 -0.037 -1.974
H 5.014 1.092 -4.498
H 5.867 0.446 -3.118
H 4.876 1.891 -2.919
H 1.243 3.356 -3.716
H 0.855 2.772 -5.349
H 3.672 3.442 -4.336
H 2.709 4.386 -5.452
H 3.296 2.814 -5.951
*
```

Output
- energy (a.u.) = -3366.4316
- E_HOMO (spin up / spin down) (eV) = -16.38 / -17.55
- ⟨S²⟩ = 8.7942
- E_LUMO (spin up / spin down) (hartree) = -0.340 / -0.461


# 4
DFT (wB97M-V/def2-TZVPD) results for a single C4H6ClFOS molecule.

```
! wB97M-V def2-TZVPD RIJCOSX def2/J DEFGRID3
* xyz 0 1
C 0.277 -1.080 -0.149
C 1.114 0.022 0.443
C -0.066 0.959 0.669
C -0.947 -0.264 0.503
H -1.010 -0.606 -1.649
H 0.621 -2.075 0.157
H 1.453 -0.469 1.445
H -0.053 1.577 1.533
H 0.093 1.335 -1.617
H -1.289 -0.660 1.485
O 0.017 -1.147 -1.529
F -2.157 -0.252 -0.254
S -0.629 2.123 -0.649
Cl 2.575 0.538 -0.387
*
```

Output
- energy (a.u.) = -1189.4080
- structure (SMILES) = O[C@@H]1[C@H](F)[C@H](S)[C@@H]1Cl
- ΔE to the lowest compared entry with this formula, charge and spin (eV) = 1.873
- E_HOMO (eV) = -9.47
- E_LUMO (hartree) = 0.016


# 5
DFT (wB97M-V/def2-TZVPD) results for a single C3H5NO2 molecule.

```
! wB97M-V def2-TZVPD RIJCOSX def2/J DEFGRID3
* xyz 0 1
C -1.666 0.531 0.146
C -0.498 -0.089 -0.030
O -0.462 -1.458 -0.014
C 0.835 0.598 -0.165
O 0.918 1.798 -0.357
N 1.913 -0.207 0.039
H -1.375 -1.685 -0.251
H -2.453 -0.056 0.612
H -1.876 1.558 -0.111
H 1.836 -1.209 0.116
H 2.827 0.220 0.016
*
```

Output
- energy (a.u.) = -322.5390
- structure (SMILES) = C=C(O)C(N)=O
- ΔE to the lowest compared entry with this formula, charge and spin (eV) = 0.962
- E_HOMO (eV) = -9.38
- E_LUMO (hartree) = 0.024


# 6
DFT (wB97M-V/def2-TZVPD) results for a molecular structure, C3H3NO2.

```
! wB97M-V def2-TZVPD RIJCOSX def2/J DEFGRID3
* xyz 0 1
C 1.073 0.801 -1.510
C 0.571 -0.045 0.761
C 0.202 -0.002 -0.695
N 1.693 1.513 -2.177
O 0.455 -1.023 1.397
O -0.136 -1.199 -1.164
H 0.912 0.980 0.885
H -0.930 0.839 -0.454
H 0.050 -1.891 -0.470
*
```

Output
- energy (a.u.) = -321.2635
- ΔE to the lowest compared entry with this formula, charge and spin (eV) = 3.105
- E_HOMO (eV) = -10.86
- E_LUMO (hartree) = -0.001


# 7
DFT (wB97M-V/def2-TZVPD) results for a single C27H26N2O4S molecule.

```
! wB97M-V def2-TZVPD RIJCOSX def2/J DEFGRID3
* xyz 0 1
C 4.619 3.693 5.958
H 3.834 4.177 6.548
O 4.126 2.576 5.259
C 3.136 2.765 4.344
C 2.682 1.617 3.691
C 1.682 1.698 2.748
C 1.108 2.923 2.423
C 1.564 4.060 3.070
C 2.564 3.991 4.026
H 2.888 4.899 4.509
H 1.132 5.021 2.831
C 0.014 3.004 1.390
N 0.279 2.135 0.264
C -0.516 1.099 -0.059
O -1.583 0.878 0.473
C 0.085 0.197 -1.151
C 0.941 -0.830 -0.482
C 0.815 -1.474 0.716
C 1.921 -2.351 0.810
C 2.637 -2.171 -0.332
O 2.057 -1.250 -1.116
H 3.543 -2.618 -0.689
H 2.146 -3.019 1.615
H 0.030 -1.346 1.433
N -0.958 -0.396 -1.980
C -1.119 0.109 -3.224
O -0.435 1.026 -3.641
C -2.212 -0.515 -4.084
C -3.564 -0.140 -3.572
C -3.948 1.030 -2.999
C -5.317 1.051 -2.643
C -5.955 -0.104 -2.951
S -4.900 -1.248 -3.685
H -6.983 -0.365 -2.798
H -5.798 1.892 -2.177
H -3.274 1.851 -2.832
H -2.075 -0.116 -5.094
H -2.104 -1.600 -4.128
C -1.702 -1.496 -1.409
C -0.987 -2.822 -1.523
C -0.045 -3.061 -2.515
C 0.604 -4.281 -2.587
C 0.313 -5.280 -1.676
C -0.635 -5.054 -0.692
C -1.279 -3.833 -0.616
H -2.012 -3.655 0.157
H -0.869 -5.830 0.022
H 0.822 -6.230 -1.731
H 1.341 -4.449 -3.359
H 0.201 -2.284 -3.225
H -2.681 -1.563 -1.887
H -1.880 -1.259 -0.357
H 0.701 0.793 -1.836
H 1.166 2.249 -0.201
H -0.103 4.036 1.043
H -0.940 2.669 1.813
H 1.340 0.799 2.256
H 3.132 0.670 3.946
H 5.068 4.426 5.280
H 5.385 3.307 6.627
*
```

Output
- energy (a.u.) = -1853.1401
- structure (SMILES) = COc1ccc(CNC(=O)[C@@H](c2ccco2)N(Cc2ccccc2)C(=O)Cc2cccs2)cc1
- ΔE to the lowest compared entry with this formula, charge and spin (eV) = 1.846
- E_HOMO (eV) = -8.40
- E_LUMO (hartree) = 0.027


# 8
DFT (wB97M-V/def2-TZVPD) results for a single C3H7N3OS molecule.

```
! wB97M-V def2-TZVPD RIJCOSX def2/J DEFGRID3
* xyz 0 1
C 2.215 0.093 -0.058
C 0.921 -0.697 0.086
C -2.281 -0.036 -0.516
H 1.143 1.837 0.130
H 2.867 2.010 -0.104
H 0.737 -1.226 -0.841
H 1.089 -1.444 0.882
H -1.693 -0.562 1.400
H -1.819 0.446 -1.390
H -3.851 -0.654 0.342
N 2.069 1.418 -0.004
N -1.357 -0.517 0.425
N -3.541 -0.170 -0.492
O -0.149 0.185 0.411
S 3.650 -0.684 -0.270
*
```

Output
- energy (a.u.) = -756.1386
- structure (SMILES) = [H]/N=C\NOCC(N)=S
- ΔE to the lowest compared entry with this formula, charge and spin (eV) = 2.604
- E_HOMO (eV) = -8.61
- E_LUMO (hartree) = 0.024


# 9
DFT (wB97M-V/def2-TZVPD) results for 3 unconnected molecules or ions with the total composition C6H10O.

```
! wB97M-V def2-TZVPD RIJCOSX def2/J DEFGRID3
* xyz 0 1
C 0.015 -2.160 0.263
C -0.119 -0.941 -0.643
C -0.308 0.348 0.176
C -0.308 1.615 -0.603
O -1.411 0.369 0.965
C 1.003 0.784 0.790
C 2.067 1.096 1.266
H 0.039 -3.087 -0.319
H -0.836 -2.198 0.949
H 0.932 -2.104 0.861
H -1.002 -1.041 -1.288
H 0.757 -0.838 -1.295
H -0.407 2.514 -0.002
H 0.357 1.701 -1.471
H -1.917 1.516 -0.826
H -2.110 0.988 0.031
H 2.994 1.333 1.742
*
```

Output
- energy (a.u.) = -309.6386
- ΔE to the lowest compared entry with this formula, charge and spin (eV) = 5.545
- E_HOMO (eV) = -9.83
- E_LUMO (hartree) = 0.001


# 10
DFT (wB97M-V/def2-TZVPD) results for a molecular structure, C31H34CdN3O3.

```
! wB97M-V def2-TZVPD RIJCOSX def2/J DEFGRID3
* xyz -1 1
Cd -0.674 -0.835 -0.835
N -1.816 -0.159 1.857
C -2.005 -1.322 2.605
C -1.540 -1.379 3.919
C -1.721 -2.503 4.705
C -2.393 -3.599 4.184
C -2.846 -3.548 2.872
C -2.661 -2.433 2.051
C -3.135 -2.511 0.629
C -4.427 -3.013 0.420
C -4.889 -3.324 -0.849
C -4.034 -3.173 -1.930
C -2.766 -2.639 -1.728
C -2.282 -2.257 -0.462
H -2.576 0.061 1.226
H -1.549 0.642 2.406
H -1.033 -0.512 4.331
H -1.340 -2.524 5.719
H -2.563 -4.485 4.784
H -3.326 -4.422 2.447
H -5.089 -3.136 1.269
H -5.899 -3.692 -0.986
H -4.353 -3.454 -2.928
H -2.124 -2.512 -2.596
C 3.544 -1.023 -2.484
C 2.265 -1.707 -2.030
C 2.494 -3.148 -1.620
O 1.760 -1.026 -0.865
C 1.233 -1.684 -3.200
O 1.619 -2.173 -4.263
O 0.095 -1.168 -2.945
H 4.272 -0.994 -1.668
H 3.332 0.007 -2.794
H 3.958 -1.554 -3.339
H 3.317 -3.225 -0.902
H 2.721 -3.735 -2.508
H 1.587 -3.544 -1.156
H 1.775 -0.075 -1.054
C 1.672 4.401 -2.480
C 1.892 2.886 -2.371
C 2.619 2.501 -1.099
C 3.989 2.744 -1.020
C 4.723 2.401 0.102
C 4.077 1.806 1.177
C 2.714 1.550 1.141
C 2.015 1.002 2.358
C 1.439 2.142 3.210
C 1.972 1.893 -0.005
N 0.616 1.520 -0.080
C -0.307 2.417 -0.059
C -1.668 2.159 -0.382
C -2.783 2.996 -0.218
C -3.870 2.296 -0.743
C -3.353 1.080 -1.228
N -2.032 1.004 -1.027
H 1.157 4.655 -3.409
H 2.627 4.931 -2.457
H 1.073 4.768 -1.644
H 2.491 2.557 -3.223
H 0.934 2.374 -2.430
H 4.487 3.198 -1.871
H 5.788 2.596 0.141
H 4.638 1.534 2.066
H 2.721 0.419 2.953
H 1.204 0.341 2.058
H 2.228 2.823 3.537
H 0.934 1.753 4.099
H 0.717 2.722 2.625
H -0.075 3.436 0.269
H -2.784 3.976 0.244
H -4.899 2.618 -0.790
H -3.888 0.279 -1.725
*
```

Output
- energy (a.u.) = -1759.5409
- ΔE to the lowest compared entry with this formula, charge and spin (eV) = 0.000
- E_HOMO (eV) = -5.09
- E_LUMO (hartree) = 0.098


# 11
DFT (wB97M-V/def2-TZVPD) results for a single C4H10O3 molecule.

```
! wB97M-V def2-TZVPD RIJCOSX def2/J DEFGRID3
* xyz 0 1
C 1.009 -0.752 -0.319
C -0.846 0.526 -0.827
C 1.468 -0.320 1.059
C -1.049 2.008 -0.574
O 0.089 -2.014 -0.216
O 0.546 0.269 -1.119
O -0.705 -2.069 0.981
H -1.122 -2.935 0.889
H 1.814 -1.217 -0.902
H -1.453 0.169 -1.666
H -1.149 -0.093 0.066
H 0.598 -0.226 1.710
H 2.001 0.625 0.996
H 2.109 -1.090 1.483
H -0.775 2.569 -1.465
H -2.097 2.201 -0.356
H -0.437 2.347 0.259
*
```

Output
- energy (a.u.) = -383.9943
- structure (SMILES) = CCO[C@@H](C)OO
- ΔE to the lowest compared entry with this formula, charge and spin (eV) = 4.226
- E_HOMO (eV) = -9.66
- E_LUMO (hartree) = 0.032


# 12
DFT (wB97M-V/def2-TZVPD) results for 12 unconnected molecules or ions with the total composition BH26O11.

```
! wB97M-V def2-TZVPD RIJCOSX def2/J DEFGRID3
* xyz -1 1
B -0.517 0.060 -0.133
H -0.040 0.879 0.382
H -1.395 0.373 -0.676
H 0.163 -0.374 -0.850
H -0.739 -0.728 0.570
O 1.830 -2.323 4.001
H 1.260 -1.772 3.464
H 1.317 -3.115 4.161
O 4.123 1.740 -0.157
H 3.908 2.574 -0.573
H 3.304 1.246 -0.171
O -2.095 -4.942 -0.566
H -2.726 -4.767 -1.264
H -1.726 -4.084 -0.354
O 5.705 -1.762 -3.381
H 5.140 -2.411 -2.961
H 5.930 -1.151 -2.680
O -0.310 5.464 0.138
H 0.159 5.885 0.858
H -0.272 4.529 0.340
O -5.821 -2.511 -3.094
H -6.423 -2.612 -3.832
H -5.358 -1.692 -3.272
O 3.009 2.892 4.212
H 3.737 2.502 3.729
H 2.225 2.524 3.803
O -1.608 3.881 4.482
H -2.117 3.343 3.875
H -1.749 4.779 4.182
O 2.907 -5.358 -1.765
H 2.994 -6.294 -1.941
H 1.976 -5.175 -1.893
O -4.530 0.169 2.370
H -5.075 -0.576 2.115
H -3.750 0.096 1.820
O -1.126 2.598 -5.221
H -0.965 3.518 -5.430
H -1.344 2.597 -4.290
*
```

Output
- energy (a.u.) = -868.0014
- ΔE to the lowest compared entry with this formula, charge and spin (eV) = 3.523
- E_HOMO (eV) = -5.40
- E_LUMO (hartree) = 0.090